No. 1
Computed, not measured: a cluster of 2 separate species, C2H3I in total, with ωB97M-V/def2-TZVPD.

Geometry as XYZ:
```
6
Properties=species:S:1:pos:R:3
C 0.238 -0.104 -0.508
C 0.057 0.984 -0.068
H 0.715 -0.821 -1.114
H -0.417 1.677 0.550
I -3.286 -0.998 0.700
H -1.742 -1.270 1.021
```

Properties
- structure (SMILES) = C#C.I
- energy above the lowest of the compared OMol25 structures with the same formula, charge and spin (kcal/mol) = 40.9
- charge = 0


No. 2
Computed, not measured: a cluster of 8 separate species, C48H117O29P5 in total, with ωB97M-V/def2-TZVPD.

Geometry as XYZ:
```
199
Properties=species:S:1:pos:R:3
C -3.465 -1.624 25.475
C -2.673 -0.521 24.681
O -3.529 0.054 23.751
P -2.869 1.010 22.584
O -1.542 0.592 22.046
O -4.127 1.252 21.550
C -4.490 0.237 20.743
C -5.431 0.768 19.573
O -2.876 2.418 23.504
C -2.901 3.770 22.974
C -4.301 3.973 22.393
H -2.853 -2.392 25.948
H -4.078 -1.166 26.252
H -4.026 -2.158 24.708
H -2.287 0.173 25.428
H -1.898 -0.924 24.030
H -3.660 -0.059 20.100
H -4.939 -0.627 21.232
H -5.716 -0.072 18.939
H -6.367 0.971 20.093
H -5.019 1.643 19.071
H -2.588 4.440 23.775
H -2.110 3.830 22.226
H -5.084 3.447 22.939
H -4.484 5.020 22.152
H -4.437 3.561 21.393
C -6.197 -1.840 9.687
C -6.457 -0.333 9.352
O -7.565 0.170 10.191
P -7.947 1.753 10.204
O -7.577 2.423 8.940
O -7.268 2.356 11.611
C -7.664 3.539 12.194
C -8.256 3.295 13.565
O -9.516 1.908 10.561
C -10.468 2.048 9.406
C -11.860 2.571 9.811
H -5.709 -2.409 8.895
H -5.467 -1.793 10.494
H -7.153 -2.278 9.974
H -5.554 0.260 9.493
H -6.513 -0.277 8.265
H -6.915 4.331 12.208
H -8.539 3.872 11.636
H -9.079 2.581 13.594
H -7.490 3.090 14.314
H -8.743 4.243 13.794
H -9.979 2.781 8.764
H -10.529 1.151 8.789
H -12.516 1.876 10.335
H -11.822 3.533 10.322
H -12.455 2.646 8.900
C -4.869 13.109 17.780
C -3.803 12.160 17.362
O -4.448 11.087 16.705
P -4.880 11.082 15.107
O -5.438 12.362 14.678
O -5.829 9.786 15.068
C -7.137 9.809 15.574
C -7.862 8.534 15.065
O -3.377 10.661 14.531
C -2.510 11.570 13.732
C -2.138 11.086 12.309
H -4.455 13.963 18.317
H -5.359 13.514 16.894
H -5.523 12.556 18.454
H -3.190 12.533 16.541
H -3.297 11.779 18.249
H -7.116 9.932 16.657
H -7.616 10.679 15.123
H -7.242 7.652 15.227
H -8.856 8.379 15.486
H -8.066 8.527 13.995
H -2.936 12.570 13.656
H -1.495 11.647 14.122
H -2.263 10.017 12.139
H -2.771 11.694 11.663
H -1.147 11.452 12.041
C -2.297 6.200 14.702
C -1.681 7.167 13.702
O -0.392 6.718 13.215
P 0.778 7.855 12.717
O 0.302 8.975 11.878
O 1.422 8.339 14.072
C 0.853 9.469 14.706
C 1.872 10.692 14.468
O 1.921 6.980 11.973
C 1.670 6.092 10.913
C 2.176 4.675 11.295
H -1.542 5.945 15.446
H -3.176 6.610 15.200
H -2.485 5.211 14.285
H -2.335 7.460 12.880
H -1.463 8.114 14.195
H -0.192 9.657 14.462
H 0.885 9.190 15.759
H 1.345 11.628 14.650
H 2.613 10.521 15.249
H 2.272 10.733 13.455
H 0.640 6.064 10.556
H 2.249 6.407 10.046
H 3.265 4.635 11.297
H 1.597 4.275 12.128
H 1.824 3.902 10.612
C -4.831 12.163 22.344
C -6.170 12.840 21.783
O -6.898 11.799 21.125
P -8.403 11.375 21.637
O -8.621 11.193 23.061
O -9.368 12.443 20.944
C -9.384 12.587 19.490
C -9.184 13.972 19.046
O -8.849 10.058 20.735
C -8.492 8.751 21.024
C -7.686 8.130 19.901
H -4.918 11.646 23.300
H -4.381 11.522 21.586
H -4.119 12.930 22.649
H -6.736 13.144 22.663
H -5.991 13.698 21.134
H -8.557 11.979 19.124
H -10.257 12.248 18.933
H -9.725 14.302 18.158
H -9.464 14.561 19.920
H -8.190 14.372 18.848
H -8.047 8.641 22.013
H -9.414 8.214 21.245
H -8.204 8.014 18.949
H -6.699 8.581 19.790
H -7.555 7.077 20.148
C 0.295 4.280 19.981
O -0.322 5.279 20.676
C 0.465 6.129 21.506
C 1.319 7.168 20.862
O 0.507 8.304 20.490
C -0.425 8.228 19.454
C -0.687 9.708 18.884
O 0.307 10.346 18.165
C 1.671 10.164 18.692
H 0.940 4.806 19.277
H -0.390 3.679 19.383
H 0.979 3.716 20.616
H 0.998 5.466 22.187
H -0.167 6.592 22.263
H 1.750 6.764 19.946
H 2.155 7.374 21.529
H -1.375 8.011 19.942
H -0.463 7.459 18.682
H -1.087 10.266 19.730
H -1.523 9.607 18.192
H 2.198 10.594 17.840
H 1.930 9.114 18.829
H 1.875 10.730 19.600
C -3.811 -0.964 16.131
O -4.100 -1.361 14.798
C -3.046 -1.047 13.957
C -3.630 -0.673 12.514
O -2.618 -0.142 11.724
C -1.723 -1.049 11.127
C -0.465 -0.302 10.688
O 0.296 -0.072 11.820
C 1.771 -0.178 11.764
H -4.642 -1.327 16.735
H -3.969 0.107 16.003
H -2.860 -1.217 16.600
H -2.365 -1.889 13.840
H -2.365 -0.268 14.302
H -4.412 0.063 12.705
H -4.089 -1.591 12.147
H -2.163 -1.514 10.245
H -1.373 -1.767 11.868
H -0.798 0.614 10.201
H 0.177 -0.838 9.989
H 2.458 0.325 11.083
H 2.142 -1.192 11.614
H 2.311 0.159 12.648
C -4.193 8.164 18.470
O -3.458 6.923 18.263
C -3.529 5.943 19.357
C -3.382 4.513 18.779
O -4.601 4.067 18.163
C -4.800 4.525 16.858
C -4.644 3.425 15.717
O -4.927 3.979 14.447
C -4.329 3.210 13.370
H -4.033 8.532 19.483
H -5.252 7.942 18.342
H -3.825 9.016 17.897
H -4.554 5.982 19.724
H -2.751 6.173 20.086
H -3.232 3.986 19.721
H -2.463 4.335 18.222
H -4.385 5.510 16.643
H -5.867 4.746 16.900
H -5.385 2.626 15.684
H -3.658 2.981 15.858
H -4.908 2.289 13.316
H -3.248 3.181 13.512
H -4.477 3.602 12.364
```

Properties
- structure (SMILES) = CCOP(=O)(OCC)OCC.CCOP(=O)(OCC)OCC.CCOP(=O)(OCC)OCC.CCOP(=O)(OCC)OCC.CCOP(=O)(OCC)OCC.COCCOCCOC.COCCOCCOC.COCCOCCOC
- energy above the lowest of the compared OMol25 structures with the same formula, charge and spin (kcal/mol) = 161.3
- charge = 0


Number 1: frontier orbital gap 10.553 eV, E_HOMO -0.3631 Ha. Number 2: frontier orbital gap 9.794 eV, E_HOMO -0.3418 Ha.